Entry 1:
Computed, not measured: one molecule with the formula C4H8O, with ωB97M-V with the def2-TZVPD basis set.

Geometry as XYZ:
```
13
Properties=species:S:1:pos:R:3:forces:R:3
C -1.3041 0.3458 0.3555 -0.06 0.03 0.04
C 0.0157 0.1227 -0.4021 0.01 -0.08 0.01
C 0.5508 -1.2950 -0.2393 0.02 -0.09 -0.01
C 1.0049 1.1524 0.0996 0.21 -0.04 0.14
O 1.9553 0.9043 0.8016 -0.34 0.12 -0.31
H -2.0728 -0.3505 0.0034 0.14 0.13 0.03
H -1.1611 0.1795 1.4300 -0.01 0.01 -0.17
H -1.6792 1.3667 0.2171 0.04 -0.16 0.02
H -0.1646 0.3397 -1.4668 0.06 0.00 0.18
H 1.4762 -1.4335 -0.8059 -0.11 0.03 0.08
H -0.1800 -2.0280 -0.5944 0.06 0.11 0.04
H 0.7744 -1.5115 0.8093 -0.05 0.07 -0.12
H 0.7823 2.2034 -0.1963 0.03 -0.12 0.07
```
Positions in Å, forces in eV/Å.

Summary:
LUMO	0.0364	Ha
E_HOMO	-9.8	eV
SMILES	CC(C)C=O

---

Entry 2:
Computed, not measured: one molecule with the formula C4H8O, with ωB97M-V with the def2-TZVPD basis set.

Geometry as XYZ:
```
13
Properties=species:S:1:pos:R:3:forces:R:3
C -1.2619 0.2829 0.5764 0.05 0.03 0.15
C 0.1507 0.0572 0.0313 -0.07 -0.13 0.14
C 0.5159 -1.3916 -0.1966 -0.02 0.02 -0.12
C 0.7714 1.2353 -0.5794 -0.20 0.22 -0.44
O 1.3361 0.6926 0.5908 -0.42 0.06 0.55
H -1.9110 -0.5376 0.2530 0.18 0.02 0.11
H -1.3224 0.3437 1.6637 0.13 -0.03 0.01
H -1.6975 1.1900 0.1464 0.12 -0.06 0.24
H 1.4336 -1.4918 -0.7814 -0.17 0.01 0.02
H -0.2903 -1.9898 -0.6290 0.11 0.15 -0.12
H 0.7170 -1.7898 0.8084 -0.02 -0.05 -0.26
H 1.2831 1.2331 -1.5405 0.41 -0.22 0.31
H 0.2804 2.1746 -0.3205 -0.10 -0.01 -0.58
```
Positions in Å, forces in eV/Å.

Summary:
LUMO	0.0383	Ha
E_HOMO	-10.0	eV
SMILES	CC1(C)CO1

---

Entry 3:
Computed, not measured: one molecule with the formula C4H8O, with ωB97M-V with the def2-TZVPD basis set.

Geometry as XYZ:
```
13
Properties=species:S:1:pos:R:3:forces:R:3
C 0.9555 0.5996 0.8259 0.01 0.04 0.12
C 0.2025 -0.3843 -0.0802 0.04 -0.02 -0.03
C -0.3272 0.3193 -1.3323 -0.06 0.02 -0.04
C -0.9534 -0.9868 0.7059 -0.21 0.22 0.06
O -1.9243 -0.3467 1.0356 0.41 -0.31 -0.14
H 1.6688 1.1935 0.2423 -0.13 -0.14 0.11
H 0.2410 1.2759 1.3040 0.10 0.01 -0.12
H 1.5059 0.0839 1.6195 -0.06 0.05 -0.10
H 0.8853 -1.1912 -0.3729 -0.14 0.04 0.03
H -0.9094 -0.3614 -1.9623 0.09 0.08 0.07
H 0.5069 0.7086 -1.9269 -0.15 -0.04 0.11
H -0.9796 1.1496 -1.0454 0.10 -0.09 -0.05
H -0.8721 -2.0600 0.9866 -0.01 0.13 -0.02
```
Positions in Å, forces in eV/Å.

Summary:
LUMO	0.0389	Ha
E_HOMO	-9.8	eV
SMILES	CC(C)C=O

---

Entry 4:
Computed, not measured: one molecule with the formula C4H8O, with ωB97M-V with the def2-TZVPD basis set.

Geometry as XYZ:
```
13
Properties=species:S:1:pos:R:3:forces:R:3
C 1.1286 0.7640 -1.2269 -0.50 -0.41 -0.57
C 0.6653 0.1809 0.1079 0.70 0.15 -0.39
C -0.6269 0.7006 0.7723 -0.03 -0.46 -0.36
O -1.2687 -0.5761 0.5496 -0.30 -0.17 0.58
C -0.0793 -1.1695 0.0117 -0.18 0.98 -1.27
H 1.6299 1.7294 -1.1551 -0.06 -0.02 0.14
H 0.3014 0.8484 -1.9553 0.08 0.16 0.46
H 1.8099 0.0578 -1.7208 0.12 0.16 0.29
H 1.5399 0.1422 0.7709 -0.33 0.01 0.03
H -1.1737 1.4892 0.2474 0.17 0.07 0.04
H -0.5649 0.9279 1.8395 0.08 0.06 -0.07
H 0.3884 -1.9279 0.6211 -0.26 -0.56 0.21
H -0.3069 -1.5136 -1.0342 0.53 0.02 0.90
```
Positions in Å, forces in eV/Å.

Summary:
LUMO	0.0417	Ha
E_HOMO	-9.6	eV
SMILES	CC1COC1

---

Entry 5:
Computed, not measured: one molecule with the formula C4H8O, with ωB97M-V with the def2-TZVPD basis set.

Geometry as XYZ:
```
13
Properties=species:S:1:pos:R:3:forces:R:3
C -1.3781 -1.0587 -0.4776 -0.08 -0.09 0.01
C -0.2162 -0.1766 -0.1933 0.16 -0.79 -0.01
C 1.0780 -0.6328 0.3359 0.10 -0.06 0.04
C 0.4059 2.0373 0.1379 0.47 0.48 0.14
O -0.4158 1.0988 -0.2907 -0.54 0.35 -0.26
H -1.8387 -1.3891 0.4634 -0.10 -0.02 -0.07
H -2.1449 -0.5426 -1.0621 0.15 0.02 0.09
H -1.0897 -1.9693 -1.0154 0.07 0.17 0.05
H 1.1959 -0.4308 1.4133 0.02 -0.05 -0.06
H 1.8899 -0.0694 -0.1641 -0.14 -0.14 0.08
H 1.2004 -1.7048 0.1699 0.03 0.12 0.05
H 1.1633 1.8102 0.8742 -0.05 0.00 -0.21
H 0.1500 3.0277 -0.1914 -0.08 0.01 0.15
```
Positions in Å, forces in eV/Å.

Summary:
LUMO (alpha / beta)	0.0380 / 0.0377	Ha
E_HOMO (alpha / beta)	-6.6 / -7.0	eV

---

Entry 6:
Computed, not measured: one molecule with the formula C4H8O, with ωB97M-V with the def2-TZVPD basis set.

Geometry as XYZ:
```
13
Properties=species:S:1:pos:R:3:forces:R:3
C -1.6038 0.5819 0.1592 -0.04 0.09 -0.01
C -0.6348 -0.5959 0.0600 0.02 -0.10 0.02
C 0.6703 -0.1986 -0.5840 -0.23 0.12 -0.04
C 1.8682 0.0736 0.2117 0.10 0.25 0.17
O 1.7293 -1.1402 -0.5138 0.10 -0.20 -0.07
H -2.4476 0.3476 0.8151 0.10 0.00 -0.14
H -1.1050 1.4682 0.5674 -0.06 -0.12 -0.03
H -2.0076 0.8479 -0.8252 0.09 -0.02 0.17
H -1.0854 -1.4061 -0.5271 0.06 0.10 0.08
H -0.4230 -1.0109 1.0537 0.01 0.09 -0.16
H 0.5890 0.3014 -1.5535 -0.01 -0.09 0.15
H 2.6299 0.7584 -0.1604 -0.11 -0.13 0.03
H 1.8205 -0.0271 1.2969 -0.02 0.01 -0.17
```
Positions in Å, forces in eV/Å.

Summary:
LUMO	0.0425	Ha
E_HOMO	-10.2	eV
SMILES	CC[C@H]1CO1

---

Entry 7:
Computed, not measured: an isolated ion of composition C4H8O and charge +1, with ωB97M-V with the def2-TZVPD basis set.

Geometry as XYZ:
```
13
Properties=species:S:1:pos:R:3:forces:R:3
C 1.0716 -1.6796 -0.5971 -0.68 0.09 -0.19
C -0.1665 -1.0122 -0.1534 0.94 -1.04 1.60
C -0.3093 0.3525 0.1290 0.35 0.53 -0.33
O 0.6419 1.1490 -0.3575 -0.65 -0.53 -0.95
C -1.3318 0.9982 0.9354 -0.19 -0.38 0.88
H 1.5525 -1.1854 -1.4358 0.04 -0.08 -0.24
H 0.7579 -2.7039 -0.7628 0.53 -0.20 -0.53
H 1.8387 -1.7233 0.1888 -0.18 0.24 0.24
H -0.8775 -1.7296 0.2430 -0.57 0.48 -0.13
H 0.1659 1.6863 -1.0226 0.68 0.80 0.35
H -0.8993 1.0431 1.9519 0.22 0.10 -0.09
H -2.2260 0.4188 1.1063 -0.38 -0.13 -0.39
H -1.5107 2.0338 0.6728 -0.11 0.11 -0.23
```
Positions in Å, forces in eV/Å.

Summary:
spin multiplicity	2
LUMO (alpha / beta)	-0.1672 / -0.2970	Ha
⟨S²⟩	0.7523
E_HOMO (alpha / beta)	-15.6 / -17.4	eV
charge	+1

---

Entry 8:
Computed, not measured: a 2-piece molecular cluster, C4H8O overall, with ωB97M-V with the def2-TZVPD basis set.

Geometry as XYZ:
```
13
Properties=species:S:1:pos:R:3:forces:R:3
C -2.8040 -0.4645 -2.1620 -3.55 0.18 -1.29
C -3.4568 0.0651 -1.0787 -0.58 0.29 0.84
H -3.4283 -0.9634 -2.9926 1.19 0.45 1.25
H -1.9039 0.0062 -2.4270 1.98 -0.13 -0.16
H -4.4492 0.5635 -1.0275 0.18 -0.76 -0.80
H -3.0572 0.1152 -0.0754 0.84 -0.04 0.19
C 3.4008 -0.6856 1.4272 -2.51 1.33 -2.58
C 2.4137 0.1810 1.7302 1.21 0.91 -0.01
O 1.7154 0.8770 0.7244 -0.32 -0.43 -0.23
H 4.0919 -1.0882 2.0800 0.76 -0.93 1.62
H 3.5036 -0.9845 0.3493 0.09 0.59 1.11
H 2.1333 0.5291 2.7434 0.44 -0.42 -0.56
H 1.8408 1.8491 0.7088 0.26 -1.05 0.61
```
Positions in Å, forces in eV/Å.

Summary:
spin multiplicity	2
LUMO (alpha / beta)	-0.2672 / -0.3410	Ha
⟨S²⟩	0.7553
E_HOMO (alpha / beta)	-11.6 / -11.6	eV
charge	+1

---

Entry 9:
Computed, not measured: C4H8O2 as an isolated structure, with ωB97M-V with the def2-TZVPD basis set.

Geometry as XYZ:
```
14
Properties=species:S:1:pos:R:3:forces:R:3
C -0.9442 -1.0978 0.7642 0.03 -0.08 0.02
C -0.1335 0.1078 0.3148 0.03 -0.18 -0.14
O -0.5915 1.2692 1.0054 0.12 0.11 0.14
C -0.0847 0.3826 -1.1764 -0.17 -0.06 -0.09
O 1.3563 0.6546 -1.2742 0.10 0.19 0.12
C 1.3873 0.0115 0.4386 -0.10 -0.22 -0.10
H -0.7219 -1.9809 0.1557 -0.02 0.14 0.08
H -2.0163 -0.8836 0.7060 0.15 0.00 0.00
H -0.7089 -1.3299 1.8086 -0.03 0.05 -0.14
H 0.1726 1.5333 1.5405 -0.15 0.04 -0.05
H -0.6757 1.2346 -1.5234 0.07 -0.12 0.06
H -0.2571 -0.4922 -1.8057 0.01 0.10 0.12
H 1.5144 1.5916 -1.0906 0.00 -0.13 -0.04
H 1.7030 -1.0008 0.1367 -0.05 0.16 0.01
```
Positions in Å, forces in eV/Å.

Summary:
LUMO	0.0227	Ha
E_HOMO	-8.3	eV

---

Asked for ΔE to the lowest compared entry with this formula, charge and spin across the records above, the calculation gives 22.2 142.4 29.3 126.7 311.9 115.7 24.4 367.0 459.9 kJ/mol in order.
Asked for total energy across the records above, the calculation gives -232.43717 -232.39138 -232.43449 -232.39737 -232.32683 -232.40158 -232.09972 -231.96925 -307.53725 a.u. in order.